No. 1
A structure of composition C24H23ClHfN4O3S2. Source: the Open Molecules 2025 dataset; level of theory: ωB97M-V with the def2-TZVPD basis set.

HOMO-LUMO gap (eV): 7.128
Net charge: +2
HOMO level (eV): -13.6
Multiplicity: 1

Element x y z (Å)
Hf -0.090 0.366 0.180
N 3.824 -1.853 -0.695
C 2.655 -1.387 -0.256
S 2.125 0.149 -0.941
N 2.004 -2.084 0.631
N 0.813 -1.563 1.017
C 0.172 -2.210 1.944
C 0.697 -3.411 2.621
C 1.903 -3.346 3.315
C 2.373 -4.463 3.985
C 1.658 -5.653 3.942
C 0.464 -5.724 3.240
C -0.026 -4.602 2.591
C -1.129 -1.646 2.344
C -1.837 -2.113 3.441
C -3.044 -1.514 3.769
C -3.513 -0.456 3.005
C -2.742 -0.023 1.946
N -1.581 -0.602 1.619
H 4.374 -1.336 -1.357
H 4.178 -2.721 -0.327
H 2.467 -2.423 3.332
H 3.303 -4.407 4.534
H 2.034 -6.526 4.458
H -0.088 -6.654 3.200
H -0.960 -4.659 2.045
H -1.440 -2.927 4.029
H -3.611 -1.866 4.621
H -4.447 0.035 3.233
H -3.055 0.820 1.338
Cl 1.363 7.273 2.709
C 1.041 5.616 2.381
C 1.164 4.669 3.415
C 0.919 3.333 3.200
C 0.544 2.885 1.933
O 0.332 1.601 1.709
C 0.402 3.839 0.890
C -0.043 3.454 -0.387
O -0.384 2.285 -0.739
C 0.665 5.209 1.134
H 1.462 5.012 4.397
H 1.029 2.613 3.999
H -0.128 4.229 -1.153
H 0.560 5.927 0.331
O -1.350 -0.282 -1.383
S -2.198 0.281 -2.567
C -3.719 -0.718 -2.488
C -3.798 -1.501 -3.797
C -2.363 -1.886 -4.143
C -1.560 -0.597 -4.020
H -4.564 -0.061 -2.296
H -3.553 -1.373 -1.631
H -4.224 -0.879 -4.586
H -4.448 -2.366 -3.676
H -2.281 -2.290 -5.151
H -1.985 -2.638 -3.448
H -1.724 0.074 -4.865
H -0.488 -0.714 -3.862



No. 2
A structure of composition C24H23ClHoOP. Source: the Open Molecules 2025 dataset; level of theory: ωB97M-V with the def2-TZVPD basis set.

HOMO-LUMO gap (alpha / beta) (eV): 7.383 / 7.461
Relative energy (zero: lowest compared OMol25 entry of this formula, charge and spin) (kcal per mole): 23.30
⟨S²⟩: 6.004
HOMO level (alpha / beta) (eV): -7.5 / -7.5
Multiplicity: 5

Element x y z (Å)
C -0.974 -2.086 3.757
C -0.745 -1.764 2.379
C 0.639 -2.000 2.098
H -1.498 -1.471 1.649
C 1.281 -2.413 3.307
C 0.277 -2.495 4.329
H 0.427 -2.874 5.339
H -1.937 -2.070 4.266
H 1.101 -1.954 1.110
H 2.336 -2.674 3.396
Ho 0.530 -0.058 3.762
Cl 2.494 1.008 2.708
P -0.027 0.400 -1.187
C 1.200 -0.731 -1.846
C 0.993 -1.565 -2.962
H 0.051 -1.520 -3.509
C 2.012 -2.424 -3.379
H 1.844 -3.075 -4.240
C 3.240 -2.444 -2.709
H 4.041 -3.099 -3.060
C 3.449 -1.618 -1.595
H 4.409 -1.626 -1.073
C 2.435 -0.775 -1.151
H 2.585 -0.133 -0.280
C -1.696 -0.104 -1.648
C -2.054 -1.469 -1.529
H -1.297 -2.209 -1.260
C -3.358 -1.871 -1.809
H -3.620 -2.928 -1.738
C -4.318 -0.930 -2.201
H -5.328 -1.257 -2.454
C -3.979 0.426 -2.280
H -4.733 1.159 -2.573
C -2.678 0.846 -2.008
H -2.403 1.898 -2.111
C 0.355 2.079 -1.719
C 0.922 2.394 -2.971
H 1.154 1.596 -3.678
C 1.162 3.732 -3.296
H 1.585 3.980 -4.271
C 0.862 4.750 -2.384
H 1.027 5.795 -2.658
C 0.355 4.433 -1.114
H 0.139 5.223 -0.392
C 0.122 3.104 -0.771
H -0.244 2.837 0.223
C -0.441 1.215 6.758
O -0.177 0.789 5.444
H 0.489 1.533 7.244
H -0.863 0.395 7.350
H -1.146 2.048 6.735



No. 3
A structure of composition C24H23ClIN6O4SiTe4Zr. Source: the Open Molecules 2025 dataset; level of theory: ωB97M-V with the def2-TZVPD basis set.

HOMO-LUMO gap (eV): 5.557
Relative energy (zero: lowest compared OMol25 entry of this formula, charge and spin) (kcal per mole): 0.00
Net charge: -1
HOMO level (eV): -3.6
Multiplicity: 1

Element x y z (Å)
Zr -0.438 -1.808 -0.165
Te 0.697 -1.547 -2.906
Te 0.662 0.124 -4.971
Te -2.909 -3.101 -4.810
Te -1.345 -3.423 -2.675
O -0.496 -4.005 0.711
Cl 0.937 -4.350 0.577
O 1.559 -4.385 1.851
O 1.085 -5.563 -0.130
O 1.459 -3.212 -0.221
C -3.585 2.128 -0.937
C -2.981 1.854 0.281
C -2.086 0.790 0.384
C -1.746 -0.017 -0.711
C -2.379 0.285 -1.927
C -3.283 1.334 -2.042
H -4.299 2.939 -1.024
H -3.207 2.461 1.152
H -1.619 0.605 1.351
H -2.162 -0.304 -2.814
H -3.768 1.521 -2.995
I -6.750 -1.424 -0.757
C -5.065 -1.737 0.425
C -5.116 -1.538 1.800
C -3.966 -1.751 2.543
C -2.839 -2.158 1.853
N -2.765 -2.295 0.534
C -3.876 -2.101 -0.183
H -6.036 -1.211 2.267
H -3.934 -1.599 3.611
H -1.909 -2.307 2.391
H -3.785 -2.211 -1.258
C 1.115 2.855 3.788
C 2.018 1.802 3.784
C 2.179 1.020 2.648
C 1.444 1.260 1.485
C 0.548 2.333 1.511
C 0.381 3.122 2.642
Si 1.527 0.095 -0.034
C 3.335 -0.403 -0.220
C 4.147 -0.045 -1.299
C 5.458 -0.493 -1.392
C 5.982 -1.320 -0.411
C 5.180 -1.720 0.649
C 3.870 -1.274 0.735
H 0.988 3.464 4.674
H 2.604 1.587 4.670
H 2.899 0.212 2.676
H -0.056 2.556 0.638
H -0.327 3.942 2.626
H 0.164 -1.484 1.597
H 3.750 0.556 -2.110
H 6.062 -0.210 -2.246
H 7.003 -1.675 -0.486
H 5.566 -2.399 1.398
H 3.242 -1.648 1.537
N -0.443 3.417 -3.376
N 0.479 2.901 -2.498
N 1.592 3.544 -2.174
C 2.184 2.657 -1.402
N 1.443 1.543 -1.297
N 0.349 1.726 -2.014
H -0.561 4.398 -3.152
H -1.305 2.891 -3.247
H 3.129 2.800 -0.909



Result set for calculated total energy: -2677.3867; -2753.2545; -3724.1625 Ha, one per record in the order listed.